## w
The following is a DFT calculation (wB97M-V/def2-TZVPD) of 2 unconnected molecules or ions with the total composition C4H12NO.

Last column: Mulliken charge in e.
Geometry (Å):
1 O 2.79446 -0.35412 -0.60515  -0.46
2 C 1.40674 -0.89368 -0.38405  -0.69
3 C 0.60617 -0.35636 0.72504  0.19
4 N -2.48842 0.65914 0.15830  -0.40
5 C -3.10905 -0.16483 -0.84081  -0.68
6 C 1.03686 1.11996 1.01179  -0.67
7 H 3.35677 -0.89160 -0.05107  0.32
8 H 1.06073 -0.39836 -1.39240  0.29
9 H 1.57549 -1.96245 -0.34186  0.46
10 H 0.50964 -1.04312 1.59496  0.31
11 H -3.02049 0.65674 1.01243  0.28
12 H -1.49918 0.43147 0.33210  0.20
13 H -3.09744 0.31032 -1.84013  0.26
14 H -2.64467 -1.17223 -0.83703  0.23
15 H -4.21377 -0.12797 -0.68452  0.34
16 H 1.67440 1.11705 1.87011  0.36
17 H 0.08537 1.72800 0.90604  0.31
18 H 1.63212 1.34060 0.09268  0.36

As for the spin multiplicity: 1. For the orbital gap, the calculation gives 5.1 eV. As for the HOMO energy: -13.375 eV. Its charge is +1.

## x
The following is a DFT calculation (wB97M-V/def2-TZVPD) of 2 unconnected molecules or ions with the total composition C4H12NO.

Last column: Mulliken charge in e.
Geometry (Å):
1 C 1.67851 0.19652 1.40117  -0.99
2 C 0.21376 0.54252 1.21727  -0.51
3 C -0.57597 -0.58712 0.60758  0.46
4 C -1.45186 -1.32904 1.25194  -0.99
5 N -0.77002 -0.53379 -0.89885  -0.22
6 H 2.36111 1.05491 1.29625  0.30
7 H 1.82861 -0.33568 2.35703  0.32
8 H 2.00440 -0.47915 0.59157  0.30
9 H -0.26010 0.60410 2.26056  0.26
10 H -0.07016 1.52530 0.80940  0.44
11 H -1.61899 -1.32976 2.31877  0.28
12 H -2.11546 -2.11197 0.82047  0.28
13 H -1.73718 -0.51341 -1.22028  0.35
14 H -0.09803 -1.19918 -1.30176  0.39
15 H -0.38493 0.33597 -1.30580  0.35
16 H 1.07076 1.38061 -3.18093  0.32
17 H -0.20361 1.61101 -3.90792  0.31
18 O 0.12914 1.16816 -3.11645  -0.64

As for the spin multiplicity: 1. For the orbital gap, the calculation gives 11.3 eV. As for the HOMO energy: -14.750 eV. Its charge is +1.

## y
The following is a DFT calculation (wB97M-V/def2-TZVPD) of 2 unconnected molecules or ions with the total composition C4H12NO.

Last column: Mulliken charge in e.
Geometry (Å):
1 C 1.11678 -2.71310 -0.54463  -1.33
2 C 0.80372 -1.50316 -1.36640  -0.10
3 C 0.03694 -0.56078 -0.55796  -0.22
4 C -0.32893 0.67003 -0.91646  -0.44
5 N -1.29007 1.53214 -0.04439  -0.29
6 H 0.34577 -3.45724 -0.34213  0.33
7 H 1.61712 -2.35549 0.36462  0.38
8 H 1.95264 -3.33766 -1.02300  0.33
9 H 0.35431 -1.85650 -2.30274  0.31
10 H 1.77662 -1.12986 -1.67541  0.27
11 H 0.16063 -0.75569 0.51849  0.29
12 H -0.11984 1.13283 -1.81365  0.43
13 H -0.91001 2.33655 0.40928  0.30
14 H -1.94924 1.97717 -0.69994  0.38
15 H -1.71596 0.97873 0.68076  0.36
16 H 0.03784 3.00255 3.48579  0.31
17 H -1.37274 3.20960 3.07655  0.34
18 O -0.51559 2.82988 2.75121  -0.64

As for the spin multiplicity: 1. For the orbital gap, the calculation gives 10.8 eV. As for the HOMO energy: -14.353 eV. Its charge is +1.

The energy of each structure relative to the most stable one, in kcal/mol, is as follows: w 110.3; x 0.0; y 9.3.

## w
The following is a DFT calculation (wB97M-V/def2-TZVPD) of 2 unconnected molecules or ions with the total composition C2H3FO2S.

Last column: Löwdin spin population.
Geometry (Å):
1 C 0.34396 1.09112 0.23046  0.58
2 C 0.50065 0.40267 1.30452  0.73
3 O 0.21968 1.68703 -0.75571  0.52
4 O -2.72799 0.46592 -1.50996  0.00
5 F -2.57292 -0.43393 0.90896  0.01
6 S -3.12950 0.90949 0.01577  0.00
7 H -3.39486 0.06644 -2.00781  0.00
8 H 0.86399 -0.57223 1.32948  0.07
9 H 0.35450 0.88357 2.28531  0.08

As for the spin multiplicity: 3. For the orbital gap (alpha / beta), the calculation gives 5.6 / 7.5 eV. As for the HOMO energy (alpha / beta): -5.303 / -9.534 eV.

## x
The following is a DFT calculation (wB97M-V/def2-TZVPD) of C2H3FO2S in the gas phase.

Last column: Löwdin spin population.
Geometry (Å):
1 C 0.96166 -0.90738 0.59645  0.81
2 C -0.42517 1.21906 -0.79202  0.71
3 O -0.99755 -1.44332 -1.19411  0.02
4 O -1.58328 -0.27428 0.99880  0.01
5 F -0.96708 2.14474 -0.01085  0.18
6 S -0.64341 -0.46555 -0.10125  0.14
7 H 1.90166 -1.05813 0.05800  0.04
8 H 1.26363 -0.72218 1.63814  0.04
9 H 0.48954 1.50704 -1.19315  0.04

As for the spin multiplicity: 3. For the orbital gap (alpha / beta), the calculation gives 10.3 / 8.8 eV. As for the HOMO energy (alpha / beta): -9.694 / -11.359 eV.

The energy of each structure relative to the most stable one, in kcal/mol, is as follows: w 8.4; x 0.0.

## w
The following is a DFT calculation (wB97M-V/def2-TZVPD) of a gas-phase ion, C4H8NS (charge +1).

Last column: Mulliken charge in e.
Geometry (Å):
1 C 1.09656 -2.00014 -0.33557  -0.64
2 C -0.40570 -0.48856 0.56837  0.08
3 C 0.68482 -0.68564 -0.23915  0.18
4 C -1.20167 1.77940 0.00494  -0.97
5 N -1.23709 0.46710 0.59375  -0.09
6 S 2.00595 0.62293 -0.56992  -0.20
7 H 0.13994 -2.59238 -0.33100  0.24
8 H 1.99540 -2.55934 -0.66718  0.32
9 H -0.60786 -1.29106 1.24490  0.47
10 H -2.12601 2.28030 -0.01697  0.37
11 H -0.42964 2.43312 0.41484  0.32
12 H -1.07582 1.47042 -1.02485  0.41
13 H -1.97591 0.46423 1.32226  0.34
14 H 3.13703 0.09963 -0.96442  0.18

As for the spin multiplicity: 1. For the orbital gap, the calculation gives 7.6 eV. Its SMILES is C=C(S)/C=[NH+]\C. As for the HOMO energy: -13.269 eV. Its charge is +1.

## x
The following is a DFT calculation (wB97M-V/def2-TZVPD) of 2 unconnected molecules or ions with the total composition C4H8NS.

Last column: Mulliken charge in e.
Geometry (Å):
1 C -2.68117 -0.84660 -0.42504  0.04
2 C -0.07019 0.05757 1.05565  -0.30
3 C -0.06492 -0.91359 -0.03601  -0.32
4 C 0.42338 0.42780 -0.31629  -0.24
5 N 1.92797 0.67568 -0.42816  -0.29
6 S -3.22590 0.24107 0.52696  -0.11
7 H -2.94866 -1.56291 -1.16550  0.37
8 H -1.04796 0.46801 1.34499  -0.12
9 H 0.61123 0.01595 1.89521  0.26
10 H 0.34846 -1.88479 -0.17019  0.29
11 H -0.10324 1.13532 -0.94164  0.34
12 H 2.25436 0.55083 -1.39416  0.35
13 H 2.41928 0.00521 0.17684  0.38
14 H 2.15736 1.63046 -0.12267  0.35

As for the spin multiplicity: 1. For the orbital gap (alpha / beta), the calculation gives 7.4 / 8.1 eV. As for the HOMO energy (alpha / beta): -11.553 / -12.086 eV. Its charge is +1.

The energy of each structure relative to the most stable one, in kcal/mol, is as follows: w 0.0; x 49.7.

## w
The following is a DFT calculation (wB97M-V/def2-TZVPD) of C7H9N3O in the gas phase.

Last column: Mulliken charge in e.
Geometry (Å):
1 C 1.58460 1.29945 -0.32390  0.08
2 C 1.44791 2.10587 1.62162  -0.11
3 C 0.77471 0.43803 0.37225  -0.09
4 C -0.88253 -1.35564 -2.01665  -0.23
5 C 0.52789 -1.25126 -1.45663  -0.72
6 C 0.21030 -0.82650 0.02300  0.32
7 C -1.95282 -0.16208 1.09647  -0.92
8 N 2.02499 2.34234 0.45847  -0.62
9 N -1.75956 -1.08408 -1.11406  -0.82
10 N -1.27458 -0.86887 0.09372  0.56
11 O 0.70429 1.02771 1.61662  -0.37
12 H 2.07391 1.47396 -1.34402  0.32
13 H 1.32142 2.79514 2.47780  0.35
14 H -1.08656 -1.59623 -2.98305  0.54
15 H 0.95265 -2.22818 -1.58514  0.30
16 H 1.19446 -0.50610 -1.80303  0.29
17 H 0.51611 -1.59676 0.71671  0.15
18 H -2.32665 -0.90107 1.74835  0.36
19 H -1.28092 0.44843 1.69908  0.32
20 H -2.76961 0.44585 0.70237  0.30

As for the spin multiplicity: 1. For the orbital gap, the calculation gives 8.8 eV. Its SMILES is CN1N=CC[C@H]1c1cnco1. As for the HOMO energy: -7.901 eV.

## x
The following is a DFT calculation (wB97M-V/def2-TZVPD) of C7H9N3O in the gas phase.

Last column: Mulliken charge in e.
Geometry (Å):
1 C -0.41559 1.83832 0.85945  0.02
2 C 3.03881 -0.56935 -0.44858  -0.61
3 C 1.74766 -0.83854 -0.13141  -0.19
4 C 2.03110 1.28453 -0.61518  0.04
5 C -1.41559 -0.27747 0.21757  -1.42
6 C -0.53258 0.78450 -2.45978  -0.64
7 C -0.51640 0.86401 -0.12691  1.25
8 N -0.22931 2.73969 1.53746  -0.50
9 N 3.19077 0.74260 -0.73541  -0.63
10 N 1.09194 0.38464 -0.25365  0.00
11 O -0.64286 1.58568 -1.29170  -0.40
12 H 3.86113 -1.21841 -0.34698  0.44
13 H 1.16694 -1.74871 -0.06262  0.35
14 H 1.84512 2.37688 -0.81822  0.36
15 H -1.47791 -0.97979 -0.60968  0.40
16 H -2.42052 0.13058 0.67082  0.31
17 H -0.97511 -0.72149 1.13019  0.41
18 H -1.37810 0.09834 -2.81389  0.24
19 H 0.50626 0.26024 -2.43820  0.26
20 H -0.51360 1.55261 -3.21260  0.31

As for the spin multiplicity: 1. For the orbital gap, the calculation gives 9.5 eV. Its SMILES is CO[C@](C)(C#N)n1ccnc1. As for the HOMO energy: -8.981 eV.

The energy of each structure relative to the most stable one, in kcal/mol, is as follows: w 8.3; x 0.0.

## w
The following is a DFT calculation (wB97M-V/def2-TZVPD) of 14 unconnected molecules or ions with the total composition H28O14.

Last column: Mulliken charge in e.
Geometry (Å):
1 O 3.61948 1.57698 0.61126  -0.69
2 H 2.67348 1.81398 0.62026  0.43
3 H 3.94048 1.60298 1.51426  0.27
4 O -3.02052 0.86398 -0.07174  -0.62
5 H -3.57152 1.11498 0.70526  0.29
6 H -3.33052 1.50998 -0.74674  0.28
7 O 1.69648 -1.27802 -3.23474  -0.60
8 H 2.25448 -0.78302 -2.65774  0.31
9 H 1.10848 -0.69702 -3.68874  0.27
10 O 2.85248 -0.78102 2.44526  -0.67
11 H 3.71948 -0.52002 2.10126  0.32
12 H 2.32948 -0.00102 2.48926  0.36
13 O -1.62452 -0.77702 -2.00874  -0.64
14 H -2.48252 -1.14302 -2.11174  0.25
15 H -1.29352 -0.83102 -2.89374  0.23
16 O -1.27252 2.46798 1.69526  -0.61
17 H -1.85752 3.23798 1.55026  0.26
18 H -1.67052 1.72598 1.22026  0.33
19 O -1.19452 1.96198 -2.90474  -0.64
20 H -1.65352 1.10398 -2.69874  0.39
21 H -0.30452 1.62998 -3.12274  0.30
22 O 0.83248 2.56998 -0.25774  -0.70
23 H 0.14348 2.96598 -0.82674  0.29
24 H 0.68948 1.58198 -0.31074  0.29
25 O 1.43648 1.70698 2.32826  -0.63
26 H 0.87148 1.87898 1.58326  0.41
27 H 1.03148 2.24798 2.98126  0.24
28 O 0.61248 0.04598 -0.42274  -0.14
29 H 0.85648 -0.83202 0.05326  0.39
30 H -0.30152 -0.07202 -0.71374  0.03
31 O -1.36352 -0.42602 1.75026  -0.51
32 H -1.91152 -0.55002 2.56626  0.26
33 H -2.00452 -0.23202 1.09426  0.35
34 O 0.44848 -4.15802 -0.85074  -0.61
35 H 0.39148 -3.38502 -0.28074  0.36
36 H 0.07548 -3.86202 -1.67874  0.33
37 O 0.87748 -2.11102 0.98326  -0.76
38 H 1.59448 -1.68002 1.45826  0.41
39 H 0.12648 -1.63502 1.39326  0.25
40 O -2.11352 -2.75102 -0.08474  -0.60
41 H -1.74652 -3.03502 0.72626  0.43
42 H -1.46452 -2.06802 -0.30374  0.10

As for the spin multiplicity: 1. For the orbital gap, the calculation gives 9.7 eV. As for the HOMO energy: -10.346 eV.

## x
The following is a DFT calculation (wB97M-V/def2-TZVPD) of 14 unconnected molecules or ions with the total composition H28O14.

Last column: Mulliken charge in e.
Geometry (Å):
1 O 1.44807 -2.97774 -0.67240  -0.61
2 H 0.96807 -3.63574 -0.15640  0.33
3 H 0.74407 -2.41374 -1.02440  0.17
4 O -2.23993 -0.80574 3.26260  -0.64
5 H -2.19093 -1.38274 4.05760  0.29
6 H -1.89693 -1.33074 2.55760  0.33
7 O -1.37093 -3.96174 -0.11140  -0.60
8 H -1.74293 -4.66374 0.45260  0.30
9 H -1.09793 -3.35674 0.59360  0.23
10 O -0.42993 1.16426 2.47760  -0.47
11 H -1.26193 0.76826 2.72760  0.25
12 H 0.22507 0.68826 2.94360  0.23
13 O -0.70993 2.00826 -0.42040  -0.67
14 H -0.82993 2.75826 -0.98240  0.24
15 H -1.19093 2.16126 0.36060  0.22
16 O 0.27507 -0.48874 -0.12940  1.14
17 H 0.32307 0.48026 -0.10440  -0.03
18 H -0.66993 -0.72174 0.10260  -0.23
19 O -1.92293 -1.32374 -2.15540  -0.72
20 H -1.29493 -1.91874 -2.61940  0.28
21 H -1.59493 -0.47074 -2.46840  0.47
22 O 2.51807 2.05726 0.28460  -0.56
23 H 2.60007 1.34426 0.87560  0.24
24 H 3.14907 2.69526 0.68660  0.26
25 O 0.66507 3.82026 1.50160  -0.62
26 H 1.21307 3.44526 2.13460  0.29
27 H 0.42407 3.15326 0.90260  0.41
28 O 1.15807 -1.28474 2.35860  -0.67
29 H 1.78407 -2.00374 2.25560  0.26
30 H 1.03207 -0.88374 1.51160  0.29
31 O 1.27107 2.69526 -2.36740  -0.68
32 H 1.54807 2.30026 -1.51040  0.33
33 H 1.85007 2.38726 -3.03740  0.31
34 O -0.60993 0.80526 -3.15840  -0.73
35 H -0.09793 1.27526 -2.52040  0.26
36 H -1.23893 1.52826 -3.31440  0.37
37 O -2.29793 -1.04274 0.53760  -0.61
38 H -2.17593 -1.03674 -0.40940  0.30
39 H -2.60393 -0.21774 0.85760  0.28
40 O 2.45107 -0.31874 -1.99440  -0.62
41 H 1.70707 -0.55274 -1.48040  0.01
42 H 2.11507 -0.74274 -2.80540  0.33

As for the spin multiplicity: 1. For the orbital gap, the calculation gives 10.9 eV. As for the HOMO energy: -10.839 eV.

## y
The following is a DFT calculation (wB97M-V/def2-TZVPD) of 14 unconnected molecules or ions with the total composition H28O14.

Last column: Mulliken charge in e.
Geometry (Å):
1 H 0.86030 -0.93150 -0.40761  0.21
2 H -0.27555 -0.43429 0.49456  0.24
3 H 0.41254 -4.25128 -1.81141  0.32
4 H -0.03362 -3.07763 -0.95200  0.24
5 H -3.70672 1.56148 -0.94895  0.29
6 H -2.71704 2.08200 -2.02391  0.29
7 H 3.21425 -1.92135 -1.56928  0.32
8 H 3.04877 -2.06683 -0.00542  0.28
9 H 1.39758 -1.14365 2.56715  0.28
10 H 1.60668 -0.00224 3.72501  0.26
11 H 2.44333 3.55152 0.27178  0.26
12 H 2.13402 2.44256 1.35285  0.28
13 H 0.69824 -1.61308 -4.16902  0.29
14 H 0.33681 -0.14494 -4.35159  0.29
15 H 0.19893 0.87315 -0.73401  0.31
16 H 0.51751 2.16123 -0.07613  0.21
17 H -1.31501 2.11633 0.95368  0.20
18 H -2.73319 2.00981 0.85180  0.30
19 H 3.05245 1.44811 -0.11495  0.34
20 H 4.08491 1.75002 -1.24063  0.25
21 H -4.31348 0.86592 3.32382  0.31
22 H -3.39731 0.21213 2.36824  0.31
23 H -3.52580 -1.77315 -2.29338  0.27
24 H -2.61728 -1.65717 -1.01358  0.28
25 H -0.29281 2.67801 2.80824  0.30
26 H -0.78596 4.15880 3.06919  0.31
27 H 1.53838 -3.61424 0.29432  0.28
28 H 0.28677 -4.42400 0.66820  0.31
29 O 0.59341 -0.97073 0.53238  -0.41
30 O 0.01654 -3.33690 -1.88211  -0.58
31 O -3.06058 1.31275 -1.63616  -0.57
32 O 3.66167 -2.22482 -0.76869  -0.62
33 O 1.33333 -0.18828 2.82301  -0.54
34 O 1.96466 2.73840 0.42808  -0.66
35 O 0.01606 -0.99732 -4.47341  -0.60
36 O 0.86539 1.29997 -0.16739  -0.47
37 O -1.90120 1.76177 0.34717  -0.46
38 O 3.25188 1.94161 -0.93896  -0.54
39 O -4.34025 0.37251 2.55352  -0.63
40 O -2.59478 -1.67471 -2.02109  -0.56
41 O -1.03186 3.26417 3.17286  -0.63
42 O 1.10805 -4.15417 0.99381  -0.56

As for the spin multiplicity: 1. For the orbital gap, the calculation gives 9.7 eV. As for the HOMO energy: -9.883 eV.

The energy of each structure relative to the most stable one, in kcal/mol, is as follows: w 9.9; x 0.0; y 139.2.